C17H24N2O2S | ωB97M-V with the def2-TZVPD basis set

Total energy in a.u.: -1320.4341
Charge: 0
LUMO level in eV: 0.47
HOMO-LUMO gap in hartree: 0.3351

```
46
Properties=species:S:1:pos:R:3:forces:R:3
S -0.833 3.318 0.741 -0.1 -0.1 0.0
O -0.830 1.979 4.476 -0.1 -0.1 0.4
O -0.462 0.166 -0.183 0.2 -0.2 -0.1
N -1.474 1.270 -1.905 -0.3 0.3 -0.2
N 0.214 1.196 2.629 0.3 -0.2 -0.2
C 0.077 -2.503 3.458 0.0 0.0 -0.3
C -0.390 -1.165 2.895 0.1 0.0 0.3
C 1.439 -2.878 2.881 0.0 0.0 0.3
C -1.980 1.931 0.346 0.3 0.5 0.1
C -0.795 0.602 -5.446 0.0 -0.1 0.1
C -0.932 3.351 2.550 -0.2 0.0 -0.3
C 0.640 -1.072 -6.651 0.1 0.1 0.0
C -1.294 1.164 -4.288 0.0 0.0 0.1
C -1.230 1.009 -0.600 -0.3 0.2 0.3
C 1.997 -0.450 2.622 0.0 0.0 0.4
C -0.049 -0.418 -2.982 0.0 0.0 0.2
C 0.081 -0.475 -5.396 0.0 0.0 0.0
C 0.636 -0.070 3.198 -0.1 -0.1 -0.1
C 2.461 -1.789 3.189 0.0 0.0 -0.3
C -0.924 0.660 -3.044 0.2 -0.2 -0.3
C 0.442 -0.971 -4.149 -0.1 0.2 -0.2
C -0.514 2.087 3.308 0.0 0.4 -0.3
H 3.430 -2.053 2.761 0.0 0.0 0.1
H 0.703 0.079 4.282 0.0 -0.1 -0.1
H 0.243 -0.817 -2.025 0.0 0.0 0.0
H 0.793 -2.142 -6.536 0.0 -0.1 -0.1
H -0.655 -3.277 3.221 0.0 0.0 0.1
H -2.198 1.414 1.277 0.0 -0.1 -0.1
H 2.726 0.330 2.851 0.0 0.1 -0.1
H -1.351 -0.888 3.336 0.0 0.1 -0.1
H -1.946 3.620 2.848 0.1 -0.1 0.1
H -1.093 1.006 -6.403 0.0 0.0 -0.1
H 1.605 -0.618 -6.881 0.1 0.0 -0.1
H 1.122 -1.808 -4.088 0.1 -0.1 0.0
H -0.265 4.162 2.850 0.0 0.0 0.0
H 1.352 -2.997 1.799 0.0 -0.1 -0.1
H 1.771 -3.830 3.300 0.0 -0.1 -0.1
H -2.093 2.041 -2.111 0.1 -0.2 0.2
H 1.904 -0.525 1.536 0.0 0.0 -0.1
H -0.024 -0.898 -7.494 0.0 0.0 -0.1
H -1.976 2.002 -4.346 -0.1 0.1 0.0
H 2.585 -1.702 4.271 0.1 0.0 0.1
H 0.150 -2.432 4.546 0.0 -0.1 0.1
H -2.890 2.343 -0.087 0.0 -0.1 0.0
H 0.341 1.289 1.630 -0.1 0.2 0.1
H -0.512 -1.237 1.813 0.0 0.0 0.0
```
Forces are in eV/Å.

C3H5N3O | ωB97M-V with the def2-TZVPD basis set

Total energy in a.u.: -356.8018
Charge: 0
LUMO level in eV: 0.50
HOMO-LUMO gap in hartree: 0.3738

```
12
Properties=species:S:1:pos:R:3:forces:R:3
O 1.200 -0.036 2.308 -0.2 0.1 0.0
N -1.592 -0.543 -1.337 -0.1 0.1 0.1
N 1.116 1.182 0.215 -0.5 0.4 -0.2
N -0.193 -0.773 0.542 0.1 0.1 -0.5
C 0.288 1.036 -0.747 0.1 0.3 0.1
C 1.000 -0.076 0.942 0.6 -0.1 -0.3
C -0.573 -0.146 -0.517 0.1 -0.2 0.2
H -2.257 -1.157 -0.890 0.1 0.0 -0.2
H 0.298 1.676 -1.623 -0.2 0.1 0.1
H 1.890 -0.456 0.398 -0.1 -1.1 0.5
H 0.824 -0.860 2.651 0.0 0.3 0.0
H -2.003 0.153 -1.941 0.1 0.0 0.1
```
Forces are in eV/Å.

CH6NS | ωB97M-V with the def2-TZVPD basis set

Total energy in a.u.: -494.6365
Charge: -1
LUMO level in eV: 3.64
HOMO-LUMO gap in hartree: 0.2217

```
9
Properties=species:S:1:pos:R:3:forces:R:3
S 0.604 -2.619 0.205 1.8 -1.2 -1.2
N -0.929 3.250 -0.042 0.3 -0.8 -1.2
C -0.375 1.853 -0.135 2.7 0.0 1.2
H 1.683 -3.350 -0.497 -1.8 1.2 1.2
H -0.293 3.832 -0.609 -0.6 -0.2 0.5
H -1.788 3.193 -0.607 0.4 0.4 0.5
H -0.892 1.238 -0.825 -0.6 -0.5 -0.8
H 0.749 1.833 -0.471 -2.1 0.2 0.6
H -0.381 1.291 0.841 -0.1 0.8 -0.8
```
Forces are in eV/Å.

C29H27N4O2PPtS | ωB97M-V with the def2-TZVPD basis set

Total energy in a.u.: -2349.5637
Charge: 0
LUMO level (alpha / beta) in eV: 0.19 / -1.45
HOMO-LUMO gap (alpha / beta) in hartree: 0.2285 / 0.2319
Multiplicity: 3
⟨S²⟩: 2.045

```
65
Properties=species:S:1:pos:R:3:forces:R:3
Pt 0.235 -0.503 1.084 0.8 0.7 -0.4
S 0.371 -1.643 3.260 -0.1 -0.3 0.2
P 1.395 0.357 -0.648 -0.2 -0.3 0.1
O 3.613 -0.524 2.834 0.0 0.0 0.0
O 1.825 0.606 2.081 -0.5 0.1 0.1
N -1.702 -0.440 1.902 -0.6 0.0 0.3
N -1.157 -0.904 5.282 0.0 0.0 0.0
N -0.901 -0.991 -0.464 -0.3 0.0 -0.2
N -1.994 -0.317 3.234 0.3 -0.1 -0.3
C 5.183 1.579 -1.449 0.0 0.0 0.1
C -0.849 4.138 -1.939 0.0 0.0 0.0
C -2.662 -0.392 0.996 0.3 0.0 -0.1
C 0.521 1.833 -1.211 0.1 0.0 -0.1
C -0.827 -2.578 -2.426 0.0 -0.1 0.0
C -3.496 -1.285 6.002 -0.1 0.0 0.0
C -2.633 -0.749 -2.717 0.0 0.0 0.0
C 1.132 -3.163 -3.937 0.0 0.1 0.0
C -0.552 3.178 -2.895 0.0 0.0 0.1
C -1.253 -1.201 -2.951 0.0 0.1 -0.1
C 0.215 2.796 -0.251 0.0 0.1 0.1
C -0.464 3.946 -0.618 0.0 0.0 0.0
C 1.714 -0.849 -3.245 0.0 0.0 0.0
C 3.026 0.122 1.990 0.3 -0.1 0.1
C 1.713 -1.837 -4.140 0.0 -0.1 0.0
C 3.780 0.536 0.732 -0.1 -0.1 -0.1
C -2.297 -0.351 5.993 0.0 0.0 0.0
C -2.221 -0.636 -0.326 -0.1 0.0 0.0
C -1.041 -0.875 3.938 0.0 0.0 0.1
C 3.132 0.771 -0.482 0.0 0.1 0.1
C 5.146 0.776 0.821 0.0 0.0 0.0
C 3.828 1.317 -1.560 0.1 0.0 0.0
C -0.350 -1.304 -1.762 -0.1 0.0 0.3
C 5.842 1.291 -0.259 0.0 0.0 0.0
C -3.079 -0.523 -1.469 0.1 0.0 0.1
C 1.151 -0.992 -1.861 0.0 -0.1 -0.1
C 0.135 2.028 -2.534 -0.1 0.0 0.0
C 0.069 -3.466 -3.182 0.0 0.0 0.0
C -4.088 -0.133 1.361 -0.1 0.0 0.0
H -4.762 -0.759 0.777 0.0 0.0 0.0
H -3.247 -2.236 6.474 0.0 0.0 0.0
H -4.102 -0.216 -1.302 0.0 0.0 0.0
H 0.509 2.641 0.782 0.0 0.0 0.0
H -0.858 3.319 -3.923 0.0 0.0 0.0
H -4.324 -0.835 6.553 0.0 0.0 0.0
H -1.963 -0.143 7.011 0.0 0.0 0.0
H 3.315 1.564 -2.481 0.0 0.0 0.0
H 1.659 -1.839 -1.375 0.0 0.0 0.0
H 5.721 2.007 -2.284 0.0 0.0 0.0
H 0.343 1.282 -3.290 0.0 0.0 0.0
H 2.188 0.082 -3.523 0.0 0.0 0.0
H -0.696 4.690 0.132 0.0 0.0 0.0
H -4.239 -0.336 2.417 0.0 0.0 0.0
H -1.605 -3.081 -1.865 0.0 0.0 0.0
H -0.798 -0.921 -3.892 0.0 0.0 0.0
H -3.283 -0.606 -3.570 0.0 0.0 0.0
H -2.562 0.602 5.531 0.0 0.0 0.0
H -0.203 -4.515 -3.135 0.0 0.0 0.0
H -3.830 -1.484 4.984 0.0 0.0 0.0
H 5.640 0.564 1.760 0.0 0.0 0.0
H 1.602 -3.978 -4.475 0.0 0.0 0.0
H 6.902 1.490 -0.170 0.0 0.0 0.0
H -0.346 -1.194 5.798 0.0 0.0 0.0
H 2.215 -1.661 -5.085 0.0 0.0 0.0
H -4.353 0.911 1.183 0.0 0.0 0.0
H -1.384 5.035 -2.221 0.0 0.0 0.0
```
Forces are in eV/Å.